[1]
62
Properties=species:S:1:pos:R:3:lowdin_charge:R:1 method="wB97M-V/def2-TZVPD" spin_multiplicity=1 e_tot_ha=-6398.2411 de_lowest_ev=0.000 e_lumo_ev=0.56 smiles="CCOC(C)=O.CCOC(C)=O.CCOC(C)=O.CNC(C)=O.BrCCBr"
C -0.073 4.585 -5.106 -0.060
C -1.424 4.261 -4.473 -0.195
O -1.196 4.198 -3.039 -0.021
C -2.089 3.727 -2.155 -0.598
C -1.768 3.907 -0.736 0.020
O -3.141 3.276 -2.457 0.110
H -0.081 4.692 -6.176 0.070
H 0.734 3.950 -4.750 0.063
H 0.204 5.589 -4.765 0.080
H -2.230 4.964 -4.677 0.122
H -1.832 3.274 -4.835 0.116
H -0.963 3.245 -0.454 0.067
H -2.683 3.698 -0.173 0.103
H -1.460 4.948 -0.551 0.099
C 1.020 -1.604 7.039 -0.053
C 0.863 -2.800 6.097 -0.233
O -0.453 -3.287 5.840 -0.014
C -1.169 -2.501 4.969 -0.498
C -2.705 -2.788 5.000 0.034
O -0.700 -1.660 4.267 0.098
H 0.509 -1.888 7.958 0.079
H 0.635 -0.711 6.661 0.047
H 2.110 -1.447 7.224 0.098
H 1.300 -2.543 5.147 0.093
H 1.379 -3.629 6.563 0.119
H -2.951 -3.750 5.472 0.083
H -3.105 -2.672 3.997 0.078
H -3.088 -2.044 5.673 0.074
C 2.902 -1.804 -2.194 -0.073
C 3.484 -1.491 -0.822 -0.164
O 2.682 -2.380 0.037 -0.030
C 3.064 -2.631 1.267 -0.630
C 2.016 -3.289 2.003 0.014
O 4.124 -2.334 1.726 0.115
H 3.033 -2.818 -2.475 0.068
H 3.360 -1.142 -2.899 0.066
H 1.823 -1.567 -2.186 0.073
H 4.543 -1.795 -0.755 0.130
H 3.277 -0.457 -0.557 0.106
H 1.680 -2.658 2.812 0.074
H 2.488 -4.112 2.516 0.097
H 1.108 -3.540 1.402 0.105
C -2.432 0.349 -4.052 -0.029
N -0.966 0.661 -4.058 0.021
C -0.336 1.001 -2.944 -0.551
C 1.135 1.373 -3.075 0.024
O -0.930 1.050 -1.874 0.000
H -2.620 -0.413 -3.280 0.074
H -2.708 -0.039 -5.030 0.078
H -2.945 1.323 -3.776 0.085
H -0.555 0.774 -4.977 0.132
H 1.718 0.850 -2.279 0.082
H 1.296 2.362 -2.770 0.057
H 1.449 1.258 -4.098 0.075
Br 0.764 0.836 1.409 0.642
C -1.037 0.198 0.988 -0.669
C -0.871 -1.105 0.226 -0.777
Br -2.537 -1.935 -0.138 0.665
H -1.436 0.957 0.313 0.019
H -1.647 0.178 1.872 0.049
H -0.255 -1.781 0.858 0.029
H -0.312 -0.875 -0.747 0.059

[2]
12
Properties=species:S:1:pos:R:3:lowdin_charge:R:1 method="wB97M-V/def2-TZVPD" spin_multiplicity=1 e_tot_ha=-372.8996 de_lowest_ev=1.424 e_lumo_ev=0.81 smiles="[H]/N=[NH+]/[O-].NNO"
H -0.301 -1.898 -2.502 0.055
N 0.636 -2.021 -2.162 0.125
N 0.880 -1.543 -1.039 -0.274
O 1.998 -1.646 -0.424 -0.095
H 0.250 -1.033 -0.420 0.067
N -0.473 1.548 0.130 -0.009
N -0.386 0.205 0.599 -0.235
O 0.335 0.178 1.872 -0.122
H 0.413 1.765 -0.369 0.090
H -0.399 2.001 1.056 0.080
H -1.478 0.091 0.911 0.185
H 1.128 -0.484 1.724 0.133

[3]
21
Properties=species:S:1:pos:R:3:lowdin_charge:R:1 method="wB97M-V/def2-TZVPD" spin_multiplicity=1 e_tot_ha=-324.6683 de_lowest_ev=5.348 e_lumo_ev=-2.87 smiles=CN(C)[N+](C)(C)N total_charge=+1
C -1.066 1.536 -0.373 -0.023
N -0.492 0.421 0.435 -0.210
C 0.028 0.962 1.615 -0.086
N 0.132 -0.568 -0.247 -0.339
C 0.882 -1.479 0.623 -0.007
C 0.927 -0.214 -1.378 -0.016
N -0.985 -1.632 -0.808 0.155
H -0.186 2.086 -0.798 0.095
H -1.759 1.420 -1.171 0.080
H -1.484 2.325 0.289 0.114
H -0.647 1.120 2.526 0.138
H 0.903 0.386 1.940 0.082
H 0.366 1.972 1.537 0.083
H 0.186 -2.006 1.339 0.140
H 1.185 -2.331 0.036 0.112
H 1.612 -0.895 1.136 0.089
H 0.460 -0.393 -2.330 0.105
H 1.287 0.885 -1.491 0.149
H 1.843 -0.767 -1.436 0.102
H -1.700 -1.830 0.005 0.154
H -1.492 -0.999 -1.449 0.081

[4]
12
Properties=species:S:1:pos:R:3:lowdin_charge:R:1 method="wB97M-V/def2-TZVPD" spin_multiplicity=1 e_tot_ha=-733.7712 de_lowest_ev=3.702 e_lumo_ev=-1.00 smiles="Cc1n[nH]nnc1=S"
C 0.551 -1.298 1.033 -0.142
C -0.089 -0.351 0.253 -0.379
N -1.132 -0.523 -0.606 0.091
N -1.497 0.505 -1.393 -0.070
N -1.073 1.816 -1.170 0.006
N -0.045 2.095 -0.418 0.018
C 0.710 0.926 0.028 -0.717
S 2.312 1.145 0.511 0.660
H 1.387 -1.759 0.404 0.111
H 1.336 -0.681 1.812 0.104
H -0.104 -2.102 1.565 0.118
H -2.357 0.226 -2.019 0.200

[5]
63
Properties=species:S:1:pos:R:3:lowdin_charge:R:1 method="wB97M-V/def2-TZVPD" spin_multiplicity=1 e_tot_ha=-2054.9295 e_lumo_ev=-5.58 total_charge=+2
Be -0.464 -0.269 -0.914 0.189
O 1.890 -0.615 -5.862 0.139
C 2.836 -0.824 -4.948 -0.472
O 3.998 -0.958 -5.287 0.098
C 2.419 -0.961 -3.515 -0.010
C 3.234 -1.322 -2.449 -0.542
Cl 4.905 -1.582 -2.473 0.889
N 2.528 -1.207 -1.273 -0.038
N 1.222 -0.780 -1.534 0.169
C 1.163 -0.702 -2.868 -0.072
C -0.226 -0.474 -3.359 -0.469
O -0.465 -0.564 -4.570 0.107
O -1.025 -0.141 -2.413 0.014
C 2.910 -1.661 -0.014 -0.228
C 3.530 -2.907 0.189 -0.017
C 3.869 -3.268 1.485 -0.054
C 3.555 -2.472 2.596 -0.053
C 2.939 -1.232 2.367 -0.078
C 2.568 -0.843 1.082 -0.029
H 1.005 -0.437 -5.422 0.083
H 3.847 -3.474 -0.666 0.101
H 4.327 -4.242 1.663 0.121
H 3.675 -2.859 3.607 0.115
H 2.729 -0.572 3.198 0.103
H 2.065 0.133 0.847 0.117
O 0.343 2.838 -1.488 0.081
C -0.263 2.407 -0.482 -0.469
O -0.492 1.171 -0.156 -0.027
C -0.719 3.423 0.617 -0.150
N -0.662 4.815 -0.023 0.106
C 0.193 5.700 0.853 -0.099
C 0.834 4.835 1.935 -0.133
C 0.108 3.452 1.906 -0.101
H -1.738 3.136 0.863 0.147
H -1.569 5.287 -0.223 0.203
H -0.190 4.612 -0.933 0.159
H -0.429 6.465 1.346 0.137
H 0.955 6.218 0.218 0.151
H 0.642 5.311 2.923 0.127
H 1.954 4.686 1.846 0.141
H -0.639 3.358 2.716 0.126
H 0.847 2.625 1.911 0.126
C -4.087 -0.920 0.717 -0.039
C -2.930 -0.417 -0.181 -0.115
N -1.717 -1.177 0.067 -0.184
C -1.983 -2.554 -0.349 -0.093
C -3.206 -3.114 0.403 -0.060
N -3.679 -2.161 1.428 -0.078
C -2.521 -1.826 2.360 -0.038
C -1.430 -1.190 1.515 -0.107
H -5.010 -1.101 0.121 0.163
H -4.227 -0.153 1.505 0.150
H -2.772 0.626 0.002 0.120
H -3.140 -0.573 -1.237 0.140
H -1.060 -3.160 -0.230 0.156
H -2.173 -2.515 -1.448 0.156
H -3.028 -4.089 0.903 0.157
H -4.089 -3.278 -0.282 0.166
H -4.424 -2.582 1.988 0.206
H -2.185 -2.774 2.846 0.160
H -2.874 -1.180 3.162 0.143
H -0.495 -1.805 1.558 0.149
H -1.178 -0.168 1.853 0.141

[6]
11
Properties=species:S:1:pos:R:3:lowdin_charge:R:1 method="wB97M-V/def2-TZVPD" spin_multiplicity=1 e_tot_ha=-727.8976 de_lowest_ev=2.729 e_lumo_ev=0.91 smiles=CO[C@@H]1O[C@H]1Cl
C -1.539 0.001 0.307 -0.156
O -0.871 0.741 -0.632 -0.093
C 0.498 0.402 -0.906 -0.224
O 0.854 -0.987 -0.826 -0.046
C 1.372 -0.194 0.271 -0.564
Cl 3.141 0.116 0.202 0.597
H -1.260 0.208 1.351 0.083
H -1.441 -1.105 0.358 0.101
H -2.630 0.209 0.266 0.104
H 0.912 0.995 -1.613 0.117
H 0.965 -0.386 1.222 0.081